Computed, not measured: a structure of composition C22H14Cl4N12OSV, with ωB97M-V/def2-TZVPD.

The geometry in XYZ format:
```
55
Properties=species:S:1:pos:R:3:forces:R:3
C -2.58493 -3.75126 2.21288 -0.07 -0.04 -0.04
H 4.63938 1.98241 3.99302 0.00 0.00 0.00
N -3.43261 2.89590 0.04083 -0.06 -0.07 0.00
C -2.92601 -2.20890 -1.64746 -0.04 -0.03 -0.01
C -0.86879 -1.74121 1.23099 -0.05 -0.01 -0.01
S 0.95569 1.57357 -1.65065 -0.01 -0.04 0.13
C 2.57701 2.56530 4.25433 0.00 0.02 0.02
C -3.81347 -3.21839 -1.26615 0.01 0.05 -0.10
H 1.95056 3.32650 6.02181 0.00 0.01 0.00
O -0.12727 -0.84469 0.69236 0.06 0.11 0.28
C 1.31875 2.49868 3.67033 -0.05 -0.01 0.00
H 5.26842 -0.93341 -4.37450 0.00 0.00 0.00
C -0.73526 -2.24776 2.52658 -0.03 -0.07 -0.03
H -4.46575 -4.54070 0.29340 0.01 0.00 0.01
N -2.98637 2.19896 -2.18453 0.03 0.04 -0.01
N 2.16990 1.22543 1.83026 0.16 0.00 -0.01
H -1.46499 -3.60443 4.01591 0.01 0.01 0.00
C 3.37490 -1.21652 -3.39664 0.01 -0.01 0.00
N -2.95619 2.51489 1.24152 0.09 0.07 0.00
C -2.59018 1.24712 -3.09345 0.02 0.04 0.00
Cl 1.03380 -1.63718 -2.18606 -0.11 0.14 0.04
C 2.26683 0.78338 -2.46947 0.00 -0.01 0.01
C -1.92395 -2.28521 0.43055 0.06 0.05 0.11
N -1.99185 -1.72393 -0.82136 -0.15 -0.11 0.17
N -1.94711 1.28887 -0.21274 0.01 0.02 0.00
N -1.72737 0.26381 -2.84837 0.08 0.05 0.01
C 3.38830 1.49338 -2.94834 0.00 0.01 0.00
C -3.77223 -3.76931 -0.01042 -0.01 -0.03 0.04
H 5.26420 1.52591 -3.95087 0.00 0.00 0.00
N 2.78416 3.26245 5.45726 0.00 -0.02 -0.01
H 3.33308 -2.28608 -3.55672 0.00 0.00 0.00
N -3.01840 1.22748 -4.34676 -0.14 -0.13 0.05
V -0.64176 -0.15942 -1.07991 0.17 0.04 -0.67
C 3.37035 1.30769 2.38809 -0.05 0.04 0.08
H 4.18050 0.82107 1.85157 0.00 0.01 0.00
C 4.44713 -0.46412 -3.84868 -0.01 0.01 0.01
H 0.18047 1.72681 2.01695 0.00 -0.01 -0.01
H -4.54715 -3.55359 -1.98900 0.00 0.01 0.00
C 2.33604 -0.59568 -2.73172 -0.02 0.01 0.02
H 0.45878 2.95737 4.14467 -0.01 0.00 0.00
Cl -3.62786 -5.00856 2.86382 0.02 0.02 0.00
N -1.61509 -0.39604 -4.03071 -0.16 -0.15 0.08
C 4.44560 0.90283 -3.61569 0.01 -0.01 -0.01
H -3.73414 2.80038 -2.48070 0.00 -0.01 0.00
Cl 0.52584 -1.63279 3.55370 0.01 0.01 0.02
C -2.79044 2.11666 -0.81651 0.00 0.02 -0.03
C 1.16259 1.81744 2.47200 0.00 -0.10 -0.09
H 3.55542 2.90144 5.99768 0.00 0.00 0.00
N -2.39117 0.16136 -4.88999 0.19 0.17 -0.08
N -2.08078 1.57626 1.10362 -0.06 -0.07 0.01
Cl 3.48085 3.21826 -2.70272 -0.01 -0.01 0.00
C 3.63366 1.95419 3.58744 0.01 -0.01 0.00
C -2.78871 -3.29844 0.88995 0.03 -0.01 0.01
C -1.59164 -3.23798 3.00603 0.06 0.02 0.02
H -2.96073 -1.78019 -2.63743 -0.02 -0.01 0.00
```
Positions in Å, forces in eV/Å.

Results
⟨S²⟩   0.908
Spin multiplicity   2
Kohn-Sham gap (alpha / beta)   4.49 / 5.31 eV
HOMO (alpha / beta)   -0.258 / -1.092 eV
Energy relative to the best compared isomer or geometry (same formula, charge and spin)   0.0 kJ/mol
Net charge   -2